--- a ---
{"formula": "C13H17N", "method": "wB97M-V/def2-TZVPD", "symbols": ["C", "C", "C", "C", "C", "C", "C", "C", "C", "C", "C", "C", "C", "H", "H", "H", "H", "H", "H", "H", "H", "H", "H", "H", "H", "H", "H", "H", "H", "H", "N"], "positions_angstrom": [[-0.90916, -0.80241, 0.12241], [0.41913, -1.55749, -0.55593], [1.64281, -0.76621, -0.09174], [2.86105, -1.32152, -0.31088], [3.97447, -0.20052, -0.09364], [3.62900, 1.16369, 0.09136], [2.24119, 1.52732, 0.22027], [1.26717, 0.36787, 0.37162], [-0.22899, 0.47281, 0.47769], [-0.75398, 1.42585, -0.38874], [-2.16874, 1.77022, -0.02043], [-2.97401, 0.33953, -0.16872], [-2.07513, -0.80779, -0.60656], [-2.05320, -2.44060, 1.01700], [-0.67004, -1.68666, 2.04384], [0.56944, -2.47678, -0.12449], [0.28489, -1.71585, -1.61084], [3.04750, -2.47861, -0.40622], [5.08901, -0.53613, -0.08227], [4.56612, 1.68639, 0.49094], [1.97816, 2.42844, 0.50280], [-0.30829, 0.91658, 1.58477], [-0.70628, 1.24734, -1.34912], [0.06631, 2.33282, -0.28820], [-2.37651, 2.16108, 1.16777], [-3.02405, 2.69680, -0.59560], [-3.78516, 0.17074, -1.14743], [-3.58567, 0.09917, 0.91643], [-2.08412, -0.76354, -1.81496], [-2.60851, -1.68643, -0.64195], [-1.32441, -1.56610, 1.29080]], "e_homo_ha": -0.30765, "lumo_energy_ha": 0.0201, "molar_mass_g_mol": 187.3}

--- b ---
{"formula": "C13H17N", "method": "wB97M-V/def2-TZVPD", "symbols": ["C", "C", "C", "C", "C", "C", "C", "C", "C", "C", "C", "C", "C", "H", "H", "H", "H", "H", "H", "H", "H", "H", "H", "H", "H", "H", "H", "H", "H", "H", "N"], "positions_angstrom": [[4.35046, 3.30989, 0.17150], [2.79151, 3.36919, -0.15312], [1.86820, 2.70278, 0.42612], [0.75024, 2.02708, 0.82776], [0.29836, 0.78940, -0.16234], [0.36782, -1.11290, 1.44331], [0.40722, -1.39087, -0.79827], [-1.10702, -1.51518, -0.40046], [-1.66769, -2.58309, 0.06939], [-3.01330, -2.84202, 0.37327], [-4.03233, -2.10779, -0.31025], [-3.37445, -1.12860, -1.01250], [-2.03092, -0.83024, -1.04516], [4.54880, 2.26459, 0.27382], [4.84664, 4.04956, -0.72949], [4.74026, 3.92428, 1.18114], [2.60599, 4.25626, -1.14631], [-0.34417, 2.52025, 1.62839], [0.45403, 1.11386, -1.25814], [-0.79796, 0.65970, 0.01730], [1.02966, -2.00664, 1.83462], [-0.87171, -1.40171, 1.03625], [0.47510, -0.39128, 2.52911], [0.99991, -2.11219, -0.64730], [0.42999, -0.87221, -1.83830], [-0.97936, -3.54822, 0.10654], [-3.00434, -3.95643, 0.95194], [-5.04470, -2.43334, -0.21471], [-4.10565, -0.49101, -1.71899], [-1.62951, 0.21484, -1.49121], [1.03890, -0.47794, 0.05608]], "e_homo_ha": -0.31345, "lumo_energy_ha": 0.0212, "molar_mass_g_mol": 187.3}

The structure with the least stability is b.

--- a ---
{"formula": "C4H7NO2", "method": "wB97M-V/def2-TZVPD", "symbols": ["O", "C", "C", "C", "C", "N", "O", "H", "H", "H", "H", "H", "H", "H"], "positions_angstrom": [[-3.22582, -0.42862, 0.01852], [-2.08379, -0.56889, -0.33645], [-0.83545, -0.13109, 0.41604], [0.43653, -0.76799, -0.24050], [1.54897, 0.23052, -0.33822], [1.44543, 1.41615, 0.33557], [2.51294, -0.02827, -1.08662], [-1.88947, -1.13396, -1.35147], [-0.90895, -0.44139, 1.43593], [-0.99300, 0.93404, 0.52914], [0.26280, -1.11159, -1.23230], [0.84604, -1.56874, 0.42753], [0.62415, 1.65761, 0.86839], [2.25963, 1.94224, 0.55443]], "total_charge": -1, "e_homo_ha": [0.02793, -0.12402], "multiplicity": 2, "lumo_energy_ha": [0.1417, 0.1382], "molar_mass_g_mol": 101.1}

--- b ---
{"formula": "C4H7NO2", "method": "wB97M-V/def2-TZVPD", "symbols": ["C", "C", "C", "N", "H", "H", "H", "H", "H", "H", "O", "C", "O", "H"], "positions_angstrom": [[0.47305, -1.35503, -1.53060], [0.03727, -1.67742, -2.76486], [0.71072, 0.30695, 0.08656], [0.60035, -0.01174, -1.20067], [0.63666, -2.09490, -0.74298], [-0.14995, -0.83268, -3.45492], [-0.14428, -2.70754, -3.01617], [0.78859, 1.32811, 0.33477], [1.06660, -0.37100, 0.85831], [0.46659, 0.63509, -1.95689], [0.19477, 1.47384, 2.40264], [-0.86079, 0.88262, 2.07291], [-1.12066, 0.34257, 0.89046], [-1.62105, 0.65112, 2.85370]], "total_charge": -1, "e_homo_ha": [0.00925, -0.14705], "multiplicity": 2, "lumo_energy_ha": [0.1557, 0.1515], "molar_mass_g_mol": 101.1}

The structure with the least stability is b.

--- a ---
{"formula": "C2H4FN", "method": "wB97M-V/def2-TZVPD", "symbols": ["H", "N", "C", "C", "F", "H", "H", "H"], "positions_angstrom": [[2.04710, 1.17751, 0.10435], [1.31114, 0.49340, 0.49277], [0.23495, 0.43350, -0.16397], [-0.75838, -0.67734, 0.13473], [-0.19315, 1.35555, -1.09660], [-1.61280, -0.13861, 0.18088], [-0.27256, -1.23648, 1.01681], [-0.75632, -1.40754, -0.66897]], "e_homo_ha": -0.39642, "smiles": "[H]/N=C(/C)F", "lumo_energy_ha": 0.0384, "molar_mass_g_mol": 61.1}

--- b ---
{"formula": "C2H4FN", "method": "wB97M-V/def2-TZVPD", "symbols": ["C", "C", "N", "F", "H", "H", "H", "H"], "positions_angstrom": [[0.43016, 0.16229, -0.61301], [-0.44809, -0.01640, 0.40033], [0.88312, 0.60532, -1.61396], [2.15717, -1.45751, 0.38145], [-0.69684, -1.10955, 0.61168], [-1.41604, 0.45730, 0.35863], [0.30018, -0.06538, 1.24697], [1.86952, 0.50127, -1.89733]], "e_homo_ha": -0.33424, "lumo_energy_ha": -0.0312, "molar_mass_g_mol": 61.1}

The structure with the least stability is b.

--- a ---
{"formula": "C2H4FN", "method": "wB97M-V/def2-TZVPD", "symbols": ["C", "C", "N", "F", "H", "H", "H", "H"], "positions_angstrom": [[-0.92523, -0.17111, 0.16519], [0.63728, -0.27254, 0.00596], [1.66022, 0.45817, -0.26429], [1.38484, 1.77517, -0.64572], [-1.19331, -0.76765, -0.68775], [-1.31284, 0.76138, 0.02254], [-1.11831, -0.44217, 1.14871], [0.86734, -1.34125, 0.25537]], "e_homo_ha": -0.39872, "smiles": "C/C=N\\F", "lumo_energy_ha": 0.0324, "molar_mass_g_mol": 61.1}

--- b ---
{"formula": "C2H4FN", "method": "wB97M-V/def2-TZVPD", "symbols": ["C", "C", "N", "F", "H", "H", "H", "H"], "positions_angstrom": [[0.82083, 0.39001, -0.00968], [-0.32465, -0.55850, 0.03050], [-1.58298, -0.55371, -0.02435], [-2.22459, 0.69935, 0.06188], [1.16177, 0.51496, -0.95676], [1.60882, -0.13879, 0.74242], [0.45330, 1.30972, 0.24778], [0.08749, -1.66303, -0.09180]], "e_homo_ha": -0.39866, "smiles": "C/C=N\\F", "lumo_energy_ha": 0.0301, "molar_mass_g_mol": 61.1}

The structure with the least stability is b.

--- a ---
{"formula": "C2H3BrO2", "method": "wB97M-V/def2-TZVPD", "symbols": ["O", "C", "C", "O", "Br", "H", "H", "H"], "positions_angstrom": [[-0.84196, -1.31225, 1.61849], [-0.79815, -0.57083, 0.67603], [0.50190, -0.04255, -0.17840], [0.14620, 0.26024, -1.43331], [0.63813, 1.77291, 0.92989], [-1.83623, -0.20432, 0.28386], [1.35728, -0.61355, -0.02604], [0.83283, 0.71036, -1.87051]], "e_homo_ha": -0.37354, "smiles": "O=C[C@@H](O)Br", "lumo_energy_ha": 0.0002, "molar_mass_g_mol": 138.9}

--- b ---
{"formula": "C2H3BrO2", "method": "wB97M-V/def2-TZVPD", "symbols": ["C", "C", "O", "O", "Br", "H", "H", "H"], "positions_angstrom": [[-0.74006, -0.03669, 0.07927], [0.72915, 0.00244, -0.09832], [-1.20111, -0.08377, 1.33310], [-1.35784, 1.08134, 0.55343], [1.15771, 0.22451, -1.84128], [-1.33293, -0.57575, -0.55941], [1.40078, -1.38706, 0.16059], [1.34430, 0.77497, 0.37261]], "e_homo_ha": -0.37385, "lumo_energy_ha": 0.0130, "molar_mass_g_mol": 138.9}

The structure with the least stability is b.

--- a ---
{"formula": "C11H14N2", "method": "wB97M-V/def2-TZVPD", "symbols": ["C", "C", "C", "C", "C", "C", "C", "C", "C", "C", "C", "H", "H", "H", "H", "H", "H", "H", "H", "H", "H", "H", "H", "H", "H", "N", "N"], "positions_angstrom": [[-2.49609, -0.77413, -0.77173], [-2.48767, 0.78008, -0.72800], [-1.18258, 1.13630, -0.01750], [-1.16243, 0.53307, 1.40136], [-0.91475, -0.88257, 1.27728], [-0.94473, -0.99618, -0.38383], [1.14931, 0.20187, -0.43834], [2.02812, 1.23782, -0.07699], [3.46760, 1.07651, -0.01531], [3.18802, -1.10652, -0.11232], [1.75315, -0.98153, -0.45409], [-2.61617, -0.98067, -1.89514], [-3.18710, -1.30234, 0.08730], [-3.54469, 1.61412, -0.64116], [-1.91325, 0.88258, -1.85762], [-1.24849, 2.40846, -0.07615], [-0.38452, 0.90820, 2.03200], [-2.16298, 0.61438, 1.92120], [0.07318, -1.39517, 1.74352], [-1.73675, -1.44013, 1.75251], [-0.55990, -1.91962, -0.79988], [1.64293, 2.32311, -0.26075], [4.14747, 1.96545, -0.25387], [3.66718, -2.07319, 0.12593], [1.41178, -1.89640, -0.84489], [-0.15386, 0.23677, -0.68888], [4.16723, -0.17026, -0.02462]], "e_homo_ha": -0.31685, "lumo_energy_ha": 0.0274, "molar_mass_g_mol": 174.2}

--- b ---
{"formula": "C11H14N2", "method": "wB97M-V/def2-TZVPD", "symbols": ["C", "C", "C", "N", "C", "N", "H", "H", "H", "H", "H", "H", "C", "C", "C", "C", "C", "C", "C", "H", "H", "H", "H", "H", "H", "H", "H"], "positions_angstrom": [[-1.84666, 0.62302, -2.03389], [-1.02190, -0.55731, -2.27340], [0.07752, -0.72556, -3.05797], [0.81910, -1.83476, -2.73873], [-0.09668, -2.58259, -1.99810], [-1.14289, -1.74620, -1.62888], [-2.02022, 0.61884, -0.93201], [-2.85778, 0.64044, -2.28088], [-1.32617, 1.56292, -2.41331], [0.59295, -0.10742, -3.70635], [1.67164, -2.12414, -2.95513], [0.14859, -3.59020, -1.63462], [-0.72879, 1.61348, 3.94194], [0.07945, 1.16833, 2.74348], [-0.38292, 0.08270, 2.05660], [0.17655, -0.12813, 0.80553], [1.26020, 0.56977, 0.34719], [1.95476, 1.35832, 1.28913], [1.23028, 1.79825, 2.39851], [-0.52598, 2.66406, 4.36391], [-0.51629, 1.07097, 4.82090], [-1.79116, 1.34230, 3.76884], [-1.16145, -0.53109, 2.70296], [-0.17313, -0.99380, 0.28055], [1.53982, 0.70317, -0.76902], [2.88931, 1.76078, 1.14226], [1.58564, 2.72831, 2.87114]], "e_homo_ha": -0.31049, "smiles": "Cc1c[nH]cn1.Cc1ccccc1", "lumo_energy_ha": 0.0317, "molar_mass_g_mol": 174.2}

The structure with the least stability is a.